# 1
Density functional theory data (ωB97M-V with the def2-TZVPD basis set) for a 5-piece molecular cluster, C20H25N5 overall in a non-equilibrium geometry.

Properties
* frontier orbital gap: 7.8 eV
* electronic energy: -1050.50026 a.u.
* energy relative to the best compared isomer or geometry (same formula, charge and spin): 254.3 kcal per mole
* spin multiplicity: 1
* E_LUMO: 0.30 eV
* HOMO: -0.2749 Eh
* molar mass: 335.455 g/mol
* structure (SMILES): c1cc[nH]c1.c1cc[nH]c1.c1cc[nH]c1.c1cc[nH]c1.c1cc[nH]c1

Element x y z (Å)
C 7.41906 -13.59037 3.94860
N 3.56876 -12.14682 5.51466
H 4.01824 -13.37913 2.68466
C 2.80988 -11.45848 6.47732
H 2.35746 -10.51049 6.22630
C 4.21696 -10.31386 3.87981
H 9.04849 -12.39947 2.80073
C 7.66299 -9.30043 5.27249
C 11.34540 -13.25729 6.18328
C 9.25810 -13.81162 7.01841
C 6.03771 -8.04349 4.23337
H 4.63605 -9.34734 4.11770
H 11.03591 -14.25981 8.15868
C 8.22038 -12.48667 3.48851
H 10.42835 -12.49361 4.27417
C 3.95296 -13.37606 5.99190
C 2.70377 -11.94999 3.50742
H 4.58924 -13.99743 5.37914
H 5.91631 -11.57895 3.06507
H 2.27767 -10.17711 4.55549
C 3.87769 -12.36056 3.01507
H 8.21093 -12.96129 5.34175
H 4.71226 -8.23805 5.86303
C 10.63023 -13.81571 7.26168
H 6.32858 -9.64076 7.06123
C 6.63876 -11.74632 4.96765
H 5.69616 -13.76220 5.22374
C 2.81341 -12.22344 7.61621
H 7.80746 -8.59711 3.10304
C 3.40294 -13.43736 7.29336
H 2.33878 -11.95030 8.54707
H 8.07178 -10.47253 4.20127
C 6.52439 -9.24547 6.07542
N 5.63180 -8.40612 5.48053
H 8.41910 -14.02327 7.66471
C 4.87219 -11.40604 3.28029
N 7.68392 -11.40488 4.18176
H 3.85653 -11.76452 4.62520
H 3.48474 -14.13415 8.11444
C 6.46906 -13.13226 4.80877
H 8.63957 -9.75047 5.37336
H 5.32091 -7.53260 3.60759
H 7.73421 -14.56937 3.61899
N 2.93434 -10.69972 3.99357
H 6.15224 -10.95783 5.52261
N 9.07802 -13.18881 5.80705
C 10.28317 -12.94119 5.24628
C 7.25450 -8.65385 4.02901
H 1.80638 -12.54611 3.58327
H 12.41953 -13.17288 6.10881

The net atomic charges from Löwdin, expressed in e, are: -0.102, -0.049, 0.126, -0.106, 0.090, -0.095, 0.114, -0.111, -0.078, -0.109, -0.150, 0.073, 0.081, -0.089, 0.079, -0.081, -0.136, 0.074, 0.095, 0.140, -0.103, 0.026, 0.159, -0.152, 0.138, -0.149, 0.049, -0.130, 0.112, -0.099, 0.092, 0.057, -0.129, -0.019, 0.103, -0.074, -0.020, -0.017, 0.086, -0.129, 0.126, 0.128, 0.121, -0.030, 0.089, -0.022, -0.141, -0.064, 0.148, 0.078

# 2
Density functional theory data (ωB97M-V with the def2-TZVPD basis set) for an isolated molecule of C20H25N5O4S2 in a non-equilibrium geometry.

Properties
* frontier orbital gap: 8.0 eV
* electronic energy: -2148.28325 a.u.
* energy relative to the best compared isomer or geometry (same formula, charge and spin): 0.0 kcal per mole
* spin multiplicity: 1
* E_LUMO: 0.02 eV
* HOMO: -0.2934 Eh
* molar mass: 463.585 g/mol
* structure (SMILES): COc1ccc(N2C[C@H](C(=O)Nc3nnc(SCC(=O)NC(C)(C)C)s3)CC2=O)cc1

Element x y z (Å)
N 2.07662 0.40654 1.05483
S 4.64975 -2.47039 1.18147
H 2.11250 -1.83372 -0.78274
N 2.56151 -2.35145 -1.53022
H 1.84245 -2.53584 -4.83544
C 2.39302 -1.80677 -2.87975
H -6.97714 -1.49914 0.44322
C 1.64584 3.35298 1.68085
C 1.29227 -0.75097 -2.79135
C -3.97124 -0.15472 2.73799
H 4.49157 -1.92402 -3.36212
H 1.12657 -0.30134 -3.76622
C 3.44450 -3.29724 -1.18285
O 4.16241 -3.91931 -1.93502
C -1.72234 3.28884 0.15117
H 3.41535 2.92901 2.55232
N -1.74316 2.21497 0.99205
C 3.70856 -1.17118 -3.33796
N 2.68758 2.49337 1.99580
O -2.64068 3.71260 -0.50915
N 2.54703 -0.81807 0.84882
H -2.06402 0.66861 3.14902
H -0.33711 4.77409 0.82296
H -3.99549 -0.74785 3.63834
C -3.94854 1.35136 0.42571
H -0.52480 2.42104 2.69375
H 1.57211 0.03464 -2.09215
C 2.89699 1.19195 1.65994
H 2.75605 -3.69224 -3.85851
C -0.32281 3.88156 0.19207
H 0.36011 -1.19909 -2.45502
C -2.88511 0.64341 2.45078
O -6.08712 -1.02858 2.25895
C 3.74740 -1.00840 1.28826
H 3.85092 -4.56808 0.50672
C 0.53672 2.79417 0.82587
H 2.49192 -3.43145 0.79484
H -3.95118 1.94205 -0.47421
O 1.68161 4.47732 2.11174
C -7.22485 -1.10809 1.43547
C -0.48199 2.01101 1.67603
C -2.85743 1.41172 1.28629
C -5.06660 -0.20983 1.87697
C 1.98302 -2.93000 -3.83302
H 0.95752 2.12929 0.06922
H -5.86731 0.54324 0.02374
H -7.71426 -0.13448 1.33058
C -5.04160 0.55560 0.71704
C 3.46606 -3.56453 0.32900
S 4.44335 0.41455 2.05842
H 3.59677 -0.74956 -4.33275
H 4.00508 -0.37852 -2.65326
H -0.23151 0.94953 1.72083
H 0.00220 4.17616 -0.80370
H -7.90226 -1.79902 1.93492
H 1.05321 -3.38574 -3.50052

The net atomic charges from Löwdin, expressed in e, are: 0.008, 0.947, 0.091, 0.108, 0.084, -0.585, 0.095, -0.415, -0.037, -0.002, 0.079, 0.088, -0.566, 0.054, -0.423, 0.150, 0.017, -0.029, 0.116, 0.080, -0.070, 0.104, 0.133, 0.118, 0.004, 0.144, 0.071, -0.590, 0.076, -0.021, 0.087, -0.017, -0.088, -0.946, 0.085, -0.195, 0.083, 0.105, 0.111, -0.093, -0.092, -0.186, -0.282, -0.033, 0.133, 0.105, 0.096, -0.011, -0.340, 1.055, 0.084, 0.083, 0.117, 0.133, 0.092, 0.086

# 3
Density functional theory data (ωB97M-V with the def2-TZVPD basis set) for a 2-piece molecular cluster, C20H25NO3S overall in a non-equilibrium geometry.

Properties
* frontier orbital gap: 8.5 eV
* electronic energy: -1455.77778 a.u.
* energy relative to the best compared isomer or geometry (same formula, charge and spin): 18.4 kcal per mole
* spin multiplicity: 1
* E_LUMO: 0.72 eV
* HOMO: -0.2867 Eh
* molar mass: 359.491 g/mol
* structure (SMILES): CC(C)CCc1ccc2c(c1)Sc1ccccc1N2.COC(=O)OC

Element x y z (Å)
H -2.98899 3.38230 6.15360
O -1.75201 1.51721 4.72716
C 2.23079 1.05435 -4.33158
H 1.98038 3.14737 -4.67238
H -2.81293 0.52087 -0.06168
H -1.03677 -1.82071 2.83625
S 0.60545 0.56134 -4.90581
H -1.79773 -0.06435 -3.44193
C -0.87135 -1.80477 1.74870
C 4.71666 1.60489 -3.37639
H 1.83908 1.25656 3.84862
C -1.03447 -0.75872 -3.09540
H 0.31199 1.70354 3.07781
H -3.22367 -2.48637 -2.09629
O 0.42696 1.95728 5.13872
H -2.13147 0.78072 1.53189
H -0.33824 -3.25584 -0.95215
C 0.75740 1.23310 3.95372
C 2.65112 2.36552 -4.32663
H -3.74829 -2.54944 0.17965
C 4.30307 0.28514 -3.39604
H 4.91345 -0.53981 -3.03370
C -2.03662 0.16618 0.62107
H -2.86523 1.87484 7.10966
C -0.20246 -2.51612 -1.73981
H -0.60387 -2.81652 1.42761
C -1.25726 -1.71241 -2.10471
H -1.01498 0.33787 0.25794
H 5.71073 1.81668 -2.98265
C 0.21867 -0.66332 -3.65251
H 4.31359 3.63777 -3.77525
C -0.88076 2.01187 5.39417
C 1.27871 -1.47485 -3.28025
C 3.92008 2.62546 -3.83610
C -2.18578 -1.30942 1.06338
C -2.41994 2.84920 6.91384
H -0.05988 -1.08294 1.58603
H -3.17228 -0.81209 -1.62150
N 2.53780 -1.31152 -3.90851
H -2.94348 -1.31560 1.86056
H -2.42814 3.43085 7.83198
H 0.43590 0.19552 4.03435
H 3.22193 -1.96648 -3.55138
C -2.65104 -1.76501 -1.48378
H 1.88283 -3.07648 -2.00666
H -2.12722 -3.22523 0.03030
O -1.05527 2.70974 6.51721
C 1.05959 -2.42691 -2.30149
C 3.02694 0.02184 -3.87076
C -2.70300 -2.29309 -0.03886

The net atomic charges from Löwdin, expressed in e, are: 0.098, 0.118, -0.452, 0.110, 0.069, 0.069, 1.015, 0.118, -0.071, -0.101, 0.095, -0.051, 0.096, 0.122, 0.007, 0.073, 0.103, -0.041, -0.093, 0.108, -0.023, 0.114, -0.074, 0.097, -0.043, 0.061, -0.218, 0.076, 0.107, -0.439, 0.105, -0.621, -0.280, -0.103, -0.379, -0.042, 0.064, 0.100, 0.079, 0.118, 0.093, 0.088, 0.124, -0.157, 0.116, 0.088, 0.005, -0.008, -0.277, -0.168

# 4
Density functional theory data (ωB97M-V with the def2-TZVPD basis set) for C20H26Br2CaN8O4Se as an isolated structure in a non-equilibrium geometry.

Properties
* frontier orbital gap: 7.4 eV
* electronic energy: -9744.02995 a.u.
* energy relative to the best compared isomer or geometry (same formula, charge and spin): 14.9 kcal per mole
* spin multiplicity: 1
* E_LUMO: 0.18 eV
* HOMO: -0.2643 Eh
* molar mass: 721.326 g/mol

Element x y z (Å)
N -2.40613 -1.43644 3.30152
H -0.18115 2.16348 3.56576
C -4.85101 -0.81601 -0.68028
N -0.95161 1.61292 -1.45955
C -3.62688 -1.05856 4.00390
N 2.27153 0.81343 -2.05132
H 3.67201 -1.55124 -3.99936
H -3.14177 0.98254 2.36086
Se -3.10568 -0.79246 -4.61013
H -2.85673 -3.45307 2.97967
O 0.99926 1.04818 0.78670
C 4.68063 0.22350 -3.29124
H -3.78212 -1.94163 0.86824
C -0.14959 2.25656 2.47978
H 3.85706 0.30070 2.84077
H -1.19075 -2.96729 2.57772
C -2.00680 -2.83945 3.28216
C -1.81683 -1.14830 -3.35257
O 5.88946 -0.01293 -3.86617
C 3.37326 0.84475 2.02839
H 1.56661 -0.95553 -2.85726
O -1.34600 1.77242 1.90702
C -0.49840 2.58294 -2.33226
N -2.73462 -0.33433 -0.10539
H -4.37793 -0.65234 3.32455
H 3.15035 1.90507 4.41676
Br 3.09204 3.23510 -0.97701
C 3.60011 -0.63448 -3.42707
H 3.03018 0.13833 1.27703
H 5.85532 -0.85968 -4.32680
Br 1.73856 -2.11369 -0.06980
C 3.31118 1.60199 -1.97031
C -3.11696 0.48741 -1.06828
H -4.04324 -1.95156 4.46285
H 2.99919 3.35035 3.41154
H -4.83334 0.57866 -2.27101
N 2.22730 1.56621 2.58644
H -0.07794 3.32086 2.23939
H 5.37084 2.07486 -2.43742
H 1.59062 2.69974 4.25715
H -3.50916 2.28977 -3.18940
O -0.61376 -0.81217 2.07501
H -5.82979 -1.23795 -0.82202
C 1.07874 1.57374 1.88829
C 2.42509 -0.29989 -2.79023
N -2.62634 2.30757 -2.70876
C -3.82397 -1.14908 0.13942
H -1.67563 -3.16196 4.27082
H -1.56216 3.73017 -3.91824
C -2.11490 0.92666 2.72106
N -1.03812 -1.25918 -2.49473
H 4.08908 1.53950 1.58232
H -3.44310 -0.33344 4.79740
C -1.64655 -0.52423 2.67158
N -4.38869 0.23723 -1.43409
C -2.23802 1.48058 -1.71977
C 4.54911 1.38383 -2.54934
H -2.11456 1.27466 3.76099
C 2.49609 2.43082 3.72198
Ca -0.28631 -0.35693 -0.31455
H 0.53577 2.88272 -2.34214
C -1.51906 3.01341 -3.11726

The net atomic charges from Löwdin, expressed in e, are: -0.134, 0.117, -0.062, 0.021, -0.039, 0.041, 0.122, 0.127, 0.368, 0.090, -0.186, -0.311, 0.103, -0.092, 0.094, 0.092, -0.016, -0.900, 0.071, -0.027, 0.061, -0.108, -0.105, 0.028, 0.087, 0.092, 0.736, 0.005, 0.033, 0.111, -0.174, -0.709, -0.302, 0.092, 0.098, 0.127, -0.118, 0.149, 0.110, 0.076, 0.138, -0.065, 0.117, -0.426, -0.173, 0.115, -0.110, 0.096, 0.116, -0.127, -0.039, 0.078, 0.091, -0.439, 0.116, -0.315, -0.051, 0.133, -0.034, 1.015, 0.057, -0.061

Question: What is the formula in the third record?
Answer: C20H25NO3S

Question: Among the records above, which one has the highest HOMO?
Answer: C20H26Br2CaN8O4Se

Question: The highest energy relative to the best compared isomer or geometry (same formula, charge and spin) belongs to which entry?
Answer: C20H25N5

What did the first record say?
Density functional theory data (ωB97M-V with the def2-TZVPD basis set) for a 5-piece molecular cluster, C20H25N5 overall in a non-equilibrium geometry.

Properties
* frontier orbital gap: 7.8 eV
* electronic energy: -1050.50026 a.u.
* energy relative to the best compared isomer or geometry (same formula, charge and spin): 254.3 kcal per mole
* spin multiplicity: 1
* E_LUMO: 0.30 eV
* HOMO: -0.2749 Eh
* molar mass: 335.455 g/mol
* structure (SMILES): c1cc[nH]c1.c1cc[nH]c1.c1cc[nH]c1.c1cc[nH]c1.c1cc[nH]c1

Element x y z (Å)
C 7.41906 -13.59037 3.94860
N 3.56876 -12.14682 5.51466
H 4.01824 -13.37913 2.68466
C 2.80988 -11.45848 6.47732
H 2.35746 -10.51049 6.22630
C 4.21696 -10.31386 3.87981
H 9.04849 -12.39947 2.80073
C 7.66299 -9.30043 5.27249
C 11.34540 -13.25729 6.18328
C 9.25810 -13.81162 7.01841
C 6.03771 -8.04349 4.23337
H 4.63605 -9.34734 4.11770
H 11.03591 -14.25981 8.15868
C 8.22038 -12.48667 3.48851
H 10.42835 -12.49361 4.27417
C 3.95296 -13.37606 5.99190
C 2.70377 -11.94999 3.50742
H 4.58924 -13.99743 5.37914
H 5.91631 -11.57895 3.06507
H 2.27767 -10.17711 4.55549
C 3.87769 -12.36056 3.01507
H 8.21093 -12.96129 5.34175
H 4.71226 -8.23805 5.86303
C 10.63023 -13.81571 7.26168
H 6.32858 -9.64076 7.06123
C 6.63876 -11.74632 4.96765
H 5.69616 -13.76220 5.22374
C 2.81341 -12.22344 7.61621
H 7.80746 -8.59711 3.10304
C 3.40294 -13.43736 7.29336
H 2.33878 -11.95030 8.54707
H 8.07178 -10.47253 4.20127
C 6.52439 -9.24547 6.07542
N 5.63180 -8.40612 5.48053
H 8.41910 -14.02327 7.66471
C 4.87219 -11.40604 3.28029
N 7.68392 -11.40488 4.18176
H 3.85653 -11.76452 4.62520
H 3.48474 -14.13415 8.11444
C 6.46906 -13.13226 4.80877
H 8.63957 -9.75047 5.37336
H 5.32091 -7.53260 3.60759
H 7.73421 -14.56937 3.61899
N 2.93434 -10.69972 3.99357
H 6.15224 -10.95783 5.52261
N 9.07802 -13.18881 5.80705
C 10.28317 -12.94119 5.24628
C 7.25450 -8.65385 4.02901
H 1.80638 -12.54611 3.58327
H 12.41953 -13.17288 6.10881

The net atomic charges from Löwdin, expressed in e, are: -0.102, -0.049, 0.126, -0.106, 0.090, -0.095, 0.114, -0.111, -0.078, -0.109, -0.150, 0.073, 0.081, -0.089, 0.079, -0.081, -0.136, 0.074, 0.095, 0.140, -0.103, 0.026, 0.159, -0.152, 0.138, -0.149, 0.049, -0.130, 0.112, -0.099, 0.092, 0.057, -0.129, -0.019, 0.103, -0.074, -0.020, -0.017, 0.086, -0.129, 0.126, 0.128, 0.121, -0.030, 0.089, -0.022, -0.141, -0.064, 0.148, 0.078